Record 1
75
Properties=species:S:1:pos:R:3 method="wB97M-V/def2-TZVPD" max_force_ev_per_a=6.08 homo_lumo_gap_ev="4.85 / 4.43" multiplicity=2 e_tot_ev=-100992.746 molar_mass_g_mol=1017.72 total_charge=+1
C 0.823 3.972 3.158
N 1.855 -0.497 -1.195
C -1.156 2.893 -4.552
C -3.710 2.474 -3.544
C -3.889 -1.533 -0.109
N -3.022 3.239 -1.400
C 1.553 4.453 4.214
H -0.178 3.091 -4.960
C 3.037 -0.518 -0.552
C -3.422 2.138 -4.848
S -0.609 1.326 -1.178
C 2.665 3.756 4.678
H 3.348 -1.466 3.569
H -0.074 -5.824 -2.440
N -1.598 -1.303 -0.766
H 0.883 -0.086 -2.966
C 0.005 -1.526 2.843
C -2.536 -1.447 0.188
N -0.753 -1.342 1.712
C -1.170 2.592 -0.100
H -1.537 -2.043 4.244
H 0.184 -6.279 -0.161
H -4.200 1.729 -5.475
C 1.195 2.756 2.535
H -1.222 -1.176 -2.782
H 3.229 4.139 5.514
C 2.337 2.072 2.992
N 0.498 2.279 1.500
Cl -0.200 -2.551 6.688
H 5.111 0.608 -2.967
Ir 0.295 -0.923 0.108
C 0.402 -2.104 5.144
C 1.414 -1.346 2.649
C 0.383 -4.360 -0.901
C 4.228 -0.150 -1.164
C -3.317 -1.442 -2.416
H 0.910 -5.135 0.905
C 4.207 0.283 -2.477
H -4.008 3.384 -1.193
N -0.525 2.831 1.011
C 2.986 0.302 -3.136
N 0.466 -5.332 0.020
H 5.136 -0.197 -0.583
O -2.874 -1.818 2.514
C -0.282 -4.787 -2.192
H -0.668 3.677 -2.618
C -1.993 -1.299 -2.036
C 3.053 2.574 4.056
Cl 2.863 -2.216 6.253
H -5.338 -1.616 -1.692
C 1.843 -0.106 -2.466
H -1.924 2.067 -6.376
C 3.051 -0.921 0.894
H -3.574 -1.471 -3.464
C -4.293 -1.536 -1.432
H 1.262 5.381 4.680
H 2.913 0.631 -4.159
H -1.360 -4.648 -2.119
C -1.423 3.218 -3.237
C 2.285 -1.575 3.715
O 0.799 -3.230 -0.717
H 2.652 1.173 2.488
H 3.928 2.047 4.407
H -0.032 4.502 2.770
N 1.778 -0.964 1.382
C -0.477 -1.903 4.098
C 1.788 -1.945 4.949
O 4.083 -1.149 1.496
C -2.092 -1.551 1.620
C -2.701 2.980 -2.713
H -4.577 -1.623 0.717
N -2.270 3.280 -0.318
I 0.400 -3.573 -3.815
H -4.701 2.328 -3.138
C -2.143 2.334 -5.354

=====

Record 2
68
Properties=species:S:1:pos:R:3 method="wB97M-V/def2-TZVPD" max_force_ev_per_a=0.60 homo_lumo_gap_ev="7.15 / 7.15" multiplicity=1 e_tot_ev=-140512.959 molar_mass_g_mol=883.87 total_charge=+1
C 0.641 2.286 -0.383
H 0.683 5.533 0.530
N 2.760 -0.201 -1.365
C -0.885 -1.423 3.402
C -1.179 1.233 4.157
C -0.680 -1.049 4.726
N 1.273 0.376 0.825
H 2.541 -0.026 3.888
H -3.455 -1.249 -4.393
C -2.908 1.219 -0.642
H -1.308 2.268 4.449
C -2.417 -3.077 -3.903
H -1.674 1.615 2.115
C 3.373 0.933 -1.733
C -5.105 1.067 -1.609
I 1.882 5.245 3.311
H 2.813 -2.700 0.363
C -2.960 -0.123 -0.258
C 1.735 -0.209 1.910
C 0.711 -3.273 -1.788
C -4.110 -0.855 -0.558
C 5.511 -0.075 -1.484
H -5.935 1.529 -2.128
H 1.754 -1.292 1.911
C 1.373 3.948 1.763
C -1.382 0.858 2.836
H -0.786 -2.467 3.125
C -2.633 -1.708 -3.863
H 3.109 -3.394 -1.218
O 0.330 1.399 -1.346
C 3.495 -1.281 -1.070
H 5.446 -2.139 -0.878
N 1.329 -2.282 -1.081
C -0.526 -2.778 -2.500
H -2.026 1.816 -0.438
C -1.787 -0.921 -3.107
N -0.747 -1.448 -2.446
C 2.711 -2.513 -0.713
H 2.392 2.450 3.889
C 4.880 -1.249 -1.116
C 0.464 3.638 -0.469
Ge -1.427 -1.005 0.585
C -3.970 1.811 -1.313
Ti 0.538 -0.439 -1.088
H 5.200 1.967 -2.114
C -0.823 0.280 5.103
C 2.083 1.876 3.025
C 0.834 4.466 0.620
C 2.170 0.512 3.028
C 4.745 1.036 -1.806
C 1.568 2.543 1.893
H -3.076 -3.715 -4.478
H -1.125 -4.682 -3.215
C -1.346 -3.625 -3.208
I -0.370 4.461 -2.176
H -6.064 -0.845 -1.439
C -5.175 -0.265 -1.226
O 1.098 -4.410 -1.945
H -3.909 2.852 -1.604
H -1.711 -2.525 0.583
H -0.675 0.569 6.135
H 6.591 -0.029 -1.532
C -1.234 -0.472 2.442
H 2.730 1.769 -1.975
C 1.188 1.737 0.808
H -4.181 -1.897 -0.267
H -0.426 -1.799 5.464
H -1.935 0.147 -3.009

=====

Record 3
71
Properties=species:S:1:pos:R:3 method="wB97M-V/def2-TZVPD" max_force_ev_per_a=0.50 homo_lumo_gap_ev="6.06 / 5.99" multiplicity=2 e_tot_ev=-57571.129 molar_mass_g_mol=789.83 total_charge=+1
C 0.947 -3.797 -2.020
N -0.957 -0.597 -1.487
H 1.685 4.398 2.502
C -1.292 -0.834 1.553
C 1.585 -3.867 -3.257
C -0.054 -2.495 4.449
N -0.041 -2.345 3.097
H 0.567 0.040 4.313
C 0.310 -4.675 2.902
H 2.880 -2.892 -4.655
C 1.937 -1.615 -1.676
N -1.347 2.610 -4.992
H -1.948 -2.342 -1.023
C 3.369 2.743 0.097
Ir 0.682 -0.549 0.654
H 0.385 2.323 2.385
C -0.857 3.342 -0.949
O 0.352 3.629 -1.416
H 3.674 4.666 1.004
H 1.442 -4.743 -3.876
N -3.424 3.445 2.364
O 3.731 0.695 -1.757
H -3.255 -0.310 -4.566
C -2.740 -1.458 -2.819
H 0.573 -5.786 4.710
H -0.963 1.918 4.268
H -3.479 -2.230 -2.977
H -1.800 5.367 -3.211
O -1.045 2.422 -0.190
N 1.980 -0.484 -0.821
H 0.318 -4.604 -1.691
C 0.099 -3.435 2.308
C -2.013 1.282 2.477
H 0.398 -5.520 2.238
C 2.849 0.546 -0.934
H -2.547 4.596 -0.620
H 3.194 -0.888 -3.243
H 4.180 2.792 -0.616
C -1.618 0.542 -3.464
H -2.826 0.439 0.702
C 1.127 -2.677 -1.221
N 0.598 -2.493 0.101
C -1.963 4.251 -1.474
C -1.055 1.132 3.528
O -0.372 -4.568 0.343
C 0.181 -3.694 5.063
H -1.486 6.228 -1.848
N 1.544 1.435 0.945
H -1.665 -1.721 1.059
C -0.800 0.398 -2.348
H 0.173 -3.741 6.141
C -2.798 2.482 2.408
C 0.389 -4.816 4.269
H 0.002 1.098 -2.147
H -2.621 3.616 -2.068
C 3.076 3.766 0.979
C -1.894 -1.513 -1.723
C -0.321 -0.975 2.584
C -1.448 1.686 -4.316
C 1.980 3.617 1.815
C 1.247 2.449 1.761
C -0.214 0.076 3.566
C -2.115 0.336 1.509
C 2.581 1.610 0.099
H 0.212 4.420 -1.997
C 2.570 -1.699 -2.906
N -1.397 5.322 -2.285
H -0.294 -1.616 5.019
C 2.389 -2.832 -3.694
C -2.610 -0.402 -3.703
C 0.055 -3.506 0.779

=====

Record 4
70
Properties=species:S:1:pos:R:3 method="wB97M-V/def2-TZVPD" max_force_ev_per_a=5.58 smiles="CO/C(=C1/N(c2ccccc2)N=C(c2ccccc2)N1c1ccccc1)c1ccccc1.O=[N+]([O-])c1cnc2no[n+]([O-])c2c1" homo_lumo_gap_ev=4.18 multiplicity=1 e_tot_ev=-55285.156 molar_mass_g_mol=599.61
H 3.443 -1.190 2.892
C 7.991 0.249 4.065
H 4.650 0.457 4.624
H 3.042 -1.092 -4.004
C -4.825 -5.099 -0.123
H -3.485 -7.564 -1.988
H 2.167 0.617 3.967
C -0.134 -0.420 1.738
H -5.739 -4.843 0.389
N 7.225 -3.096 4.889
H 5.756 -0.409 -0.860
C 4.182 0.942 -0.342
C -4.730 -6.299 -0.801
N -0.044 -2.197 0.064
C 5.648 0.060 4.544
H 4.229 -2.115 -1.756
H 8.802 0.892 3.755
C 3.844 -1.190 -1.365
C -1.409 -3.851 -5.267
H -1.920 -2.519 -3.673
C 1.870 -1.718 1.555
H 1.281 -0.819 -3.990
H 0.898 0.389 -0.851
C -1.340 -3.373 -3.978
C 5.940 -1.271 4.778
C -2.575 -4.534 -0.779
N 8.288 -1.002 4.285
H 0.758 -6.420 -5.012
C 1.724 0.043 3.169
C -0.504 -3.981 -3.046
C -2.499 -5.751 -1.460
H -1.585 -6.017 -1.959
O 3.979 -2.403 5.253
C -0.656 -4.948 -5.640
H 4.850 1.689 0.057
N 6.542 2.253 3.965
C 4.692 -0.236 -0.857
N -0.432 -3.474 -1.699
C 6.716 0.834 4.186
C 2.816 1.166 -0.343
C 0.465 -2.523 -1.215
H -3.819 -3.302 0.439
C 2.456 -0.996 -1.348
N 5.223 -2.412 5.078
O 1.915 -2.581 -3.159
H -1.134 -0.212 1.403
C 1.960 0.216 -0.844
C 0.436 0.319 2.751
C 2.438 -0.977 2.568
N -1.215 -2.826 0.307
O 7.550 2.965 3.867
C 2.066 -1.565 -4.122
H -0.713 -5.322 -6.648
O 5.391 2.701 3.891
H -5.564 -6.984 -0.811
C 0.253 -5.083 -3.434
C -3.563 -6.624 -1.467
H 0.904 -5.544 -2.712
H 2.425 -2.508 1.082
C 0.173 -5.564 -4.721
C -3.758 -4.230 -0.102
C 0.579 -1.439 1.118
H -2.051 -3.367 -5.985
O 5.998 -3.512 5.145
H 2.424 2.088 0.054
H -0.121 1.115 3.218
C -1.442 -3.620 -0.709
C 7.231 -1.768 4.653
H 1.990 -1.993 -5.122
C 1.585 -2.040 -1.886